Entry 1:
16
Properties=species:S:1:pos:R:3 method="wB97M-V/def2-TZVPD" homo_ha=-0.39698 smiles="O=C1OC(=O)[C@@H]2COC[C@H]12" total_charge=0
O 0.41 -2.54 0.41
C 0.29 -1.37 0.48
O -0.63 -0.78 1.32
C -0.60 0.60 1.22
O -1.35 1.26 1.87
C 0.45 1.02 0.22
C -0.17 1.63 -1.08
O -0.38 0.52 -1.91
C 0.76 -0.30 -1.77
C 1.06 -0.29 -0.27
H 1.18 1.70 0.70
H 0.51 2.36 -1.56
H -1.13 2.09 -0.87
H 0.58 -1.28 -2.18
H 1.59 0.17 -2.30
H 2.13 -0.45 -0.08

---

Entry 2:
14
Properties=species:S:1:pos:R:3 method="wB97M-V/def2-TZVPD" homo_ha=-0.27863 smiles="CC#CC1=CSCO1" total_charge=0
C -4.06 -0.14 0.03
C -2.67 0.01 0.17
C -1.48 0.09 -0.08
C -0.01 -0.05 -0.04
C 0.77 -1.13 0.01
S 2.38 -0.62 -0.03
C 1.83 1.15 0.17
O 0.53 1.17 -0.20
H -4.24 -0.32 -1.15
H -4.43 0.91 0.17
H -4.72 -0.96 0.53
H 0.40 -2.15 0.27
H 2.11 1.77 1.19
H 2.29 1.74 -0.60

---

Entry 3:
14
Properties=species:S:1:pos:R:3 method="wB97M-V/def2-TZVPD" homo_ha=-0.31985 smiles="COC1=CC=CC1=S" total_charge=0
C 0.41 2.63 -1.02
O -0.05 1.69 -0.08
C 0.13 0.42 -0.48
C 0.28 -0.19 -1.61
C 0.15 -1.67 -1.39
C -0.03 -2.01 -0.13
C -0.09 -0.72 0.54
S -0.42 -0.48 2.11
H 0.31 3.63 -0.68
H -0.14 2.52 -1.99
H 1.52 2.44 -1.19
H 0.19 0.25 -2.67
H 0.28 -2.33 -2.28
H -0.17 -3.03 0.28

---

Entry 4:
15
Properties=species:S:1:pos:R:3 method="wB97M-V/def2-TZVPD" homo_ha=-0.28623 total_charge=0
C 0.70 1.01 -1.62
C 2.04 0.85 -1.16
C -0.45 0.37 -1.59
C 1.63 -1.84 -0.28
C 0.62 -2.70 -0.55
C -1.17 0.05 1.23
O -0.57 -2.62 -0.13
S 2.37 -0.43 0.02
Se -1.61 -0.42 -0.65
H 0.65 1.83 -2.38
H 2.73 1.56 -1.25
H 0.93 -3.59 -0.91
H -2.02 -0.09 1.85
H -0.39 -0.59 1.63
H -0.95 1.13 1.01

---

M, record by record: 142.11 126.18 126.18 205.14 u
E, record by record: -533.21302 -705.50370 -705.56070 -3106.80973 Eh
Energy relative to the best compared isomer or geometry (same formula, charge and spin), record by record: 0.0 76.9 41.1 139.0 kcal/mol